Entry 1:
109
Properties=species:S:1:pos:R:3:forces:R:3:lowdin_charge:R:1 method="wB97M-V/def2-TZVPD" orbital_gap_ev=8.43 largest_force_ev_per_a=3.63 homo_energy_ev=-8.425 lumo_energy_ev=0.0 e_tot_ha=-32809.6805
C -2.358 2.806 1.071 -0.6 1.2 1.4 0.118
C -1.667 2.242 0.275 0.8 -2.9 -1.1 -0.081
C -0.838 1.248 -0.611 -0.1 2.9 1.3 -0.197
C 0.206 0.373 0.241 0.3 1.0 1.0 -0.082
C 0.754 1.101 1.522 1.7 1.5 1.8 -0.167
C 0.016 1.202 2.792 0.9 0.1 -0.3 -0.082
C 0.509 1.832 4.006 1.8 0.3 -2.0 -0.157
C 1.858 2.450 4.003 -0.6 -0.9 -2.7 -0.186
C 2.619 2.360 2.750 -1.7 -0.6 0.5 -0.028
C 2.111 1.703 1.521 -0.8 0.5 1.6 -0.164
C 3.087 1.665 0.304 0.4 -0.4 1.1 -0.085
C 0.170 2.293 -1.320 -2.3 -2.5 -1.4 -0.417
O 0.653 3.270 -0.827 0.3 -0.3 -0.6 0.115
N 0.252 1.765 -2.639 0.7 0.9 1.4 0.118
C -0.526 0.507 -2.918 1.5 1.2 -0.8 -0.395
C 0.570 -0.638 -2.925 -0.5 -1.3 -0.1 -0.049
C -0.940 0.740 -4.432 1.0 0.4 -0.7 -0.607
I -2.421 -0.656 -5.211 0.2 0.3 0.2 0.908
C 0.303 0.632 -5.446 -1.0 0.4 -1.1 -0.320
C 0.014 1.512 -6.750 -0.1 0.2 0.2 -0.139
C -1.657 0.501 -1.775 0.6 -0.9 0.8 -0.253
C -3.023 1.223 -2.071 -0.2 0.5 -1.1 -0.195
C -2.938 2.676 -2.689 -1.2 0.2 0.1 -0.084
C -1.990 -1.018 -1.440 -0.3 -0.1 0.1 -0.093
C -3.181 -1.308 -0.411 0.4 -1.7 0.3 -0.595
N -2.946 -2.727 0.069 0.3 0.9 -0.7 0.047
N -4.530 -1.386 -1.060 0.9 1.4 -0.2 0.083
N -3.193 -0.500 0.804 -0.6 -0.3 -0.6 0.117
H -2.851 3.365 1.884 0.5 -0.6 -1.2 0.061
H -0.210 -0.605 0.591 0.3 0.8 -0.7 0.046
H 1.108 0.257 -0.430 -1.1 -0.4 0.8 0.097
H -0.995 0.725 2.819 0.9 0.5 0.1 0.094
H -0.076 1.857 4.951 0.1 -0.1 -1.4 0.004
H 2.298 2.950 4.947 -0.6 -0.7 -2.9 -0.021
H 3.647 2.813 2.765 -1.1 -0.6 -0.3 0.103
H 3.094 0.622 -0.120 0.0 1.4 0.1 -0.021
H 4.129 1.828 0.717 -1.1 -0.2 -0.5 0.065
H 2.928 2.470 -0.456 -0.2 -0.9 0.6 0.080
H 1.197 1.806 -3.020 -0.5 0.2 -0.2 0.130
H 0.723 -1.161 -1.948 -0.3 0.6 -0.8 0.067
H 0.244 -1.428 -3.662 0.4 0.6 0.8 0.084
H 1.595 -0.283 -3.241 -1.3 -0.1 0.3 0.073
H -1.354 1.768 -4.634 0.2 -1.3 0.8 0.062
H 0.399 -0.427 -5.828 0.3 1.1 0.8 0.078
H 1.257 1.010 -5.002 -0.9 -0.5 -0.2 0.093
H -0.661 2.386 -6.523 0.7 -0.8 -0.1 0.076
H -0.510 0.911 -7.547 0.7 0.6 0.8 0.071
H 0.971 1.959 -7.151 -1.1 -0.8 0.3 -0.003
H -3.693 1.299 -1.168 1.3 -0.3 -0.7 0.095
H -3.614 0.595 -2.804 0.8 0.6 0.8 0.060
H -2.058 3.289 -2.373 -0.6 -0.7 -0.4 0.078
H -3.851 3.238 -2.321 1.0 -0.5 -0.4 0.084
H -3.066 2.649 -3.812 0.5 0.1 1.2 0.069
H -2.270 -1.566 -2.394 0.3 0.7 0.9 0.074
H -1.106 -1.597 -1.040 -0.8 1.0 -0.4 0.101
H -2.258 -2.665 0.827 -0.1 -0.3 -0.3 0.003
H -2.523 -3.219 -0.732 -0.1 -0.1 0.7 0.072
H -4.375 -1.353 -2.077 -0.2 -0.1 0.6 0.059
H -5.038 -0.515 -0.864 0.1 -0.5 0.0 0.067
H -3.809 0.306 0.763 0.6 -0.1 0.0 0.066
H -2.269 -0.284 1.165 -0.4 0.2 -0.2 0.051
Br -6.622 -6.380 -1.424 0.0 -0.1 0.1 0.587
C -6.444 -6.039 0.487 -0.1 0.1 -0.1 -0.696
C -5.218 -5.216 0.787 0.1 0.0 0.1 -0.697
Br -3.600 -6.293 0.689 0.0 -0.1 -0.3 0.572
H -6.444 -7.008 0.983 0.1 0.1 0.0 0.048
H -7.347 -5.494 0.763 0.1 0.0 0.0 0.057
H -5.249 -4.842 1.811 0.0 0.0 -0.1 0.044
H -5.082 -4.378 0.105 0.0 0.0 0.1 0.029
Br -2.484 -4.069 3.260 0.0 0.1 0.1 0.598
C -0.675 -4.718 2.966 -0.3 -0.2 0.2 -0.669
C 0.333 -3.836 3.655 0.3 0.0 -0.2 -0.663
Br 0.596 -2.182 2.662 0.0 0.0 0.2 0.724
H -0.530 -4.778 1.889 0.0 0.1 0.1 0.049
H -0.660 -5.724 3.386 0.1 0.1 0.0 0.063
H 1.311 -4.318 3.680 -0.1 0.0 0.0 0.060
H 0.045 -3.559 4.667 -0.1 0.0 -0.1 0.047
Br 1.433 2.265 6.684 0.2 -0.1 2.8 0.915
C 1.784 2.740 8.544 -0.4 0.0 -0.1 -0.627
C 3.017 3.599 8.665 0.2 -0.1 0.2 -0.691
Br 4.640 2.537 8.482 0.0 0.1 -0.1 0.613
H 1.851 1.809 9.103 0.1 0.1 0.0 0.055
H 0.901 3.291 8.869 0.1 0.0 0.0 0.062
H 3.078 4.043 9.658 -0.1 0.0 -0.1 0.057
H 3.066 4.386 7.916 -0.1 -0.1 0.0 0.053
Br -0.323 -1.543 8.431 0.1 0.0 -0.1 0.608
C -0.939 -0.111 7.262 -0.1 0.0 0.3 -0.749
C -2.417 -0.223 6.987 -0.2 0.0 -0.3 -0.685
Br -2.788 -1.627 5.691 0.1 0.1 0.1 0.597
H -0.330 -0.152 6.362 -0.1 0.0 0.1 0.020
H -0.719 0.810 7.803 -0.1 -0.1 -0.1 0.015
H -2.790 0.694 6.529 0.1 0.0 0.1 0.057
H -3.004 -0.445 7.875 0.1 0.0 0.0 0.050
Br 3.186 -0.227 -8.277 0.0 0.0 -0.1 0.617
C 4.372 1.077 -9.108 0.1 -0.2 0.2 -0.692
C 4.249 2.427 -8.450 0.0 0.3 -0.2 -0.689
Br 2.624 3.344 -9.011 0.1 0.0 0.0 0.639
H 4.134 1.092 -10.169 0.0 0.1 0.1 0.052
H 5.376 0.674 -8.971 -0.1 0.1 0.0 0.057
H 5.065 3.080 -8.761 0.0 -0.1 0.0 0.057
H 4.225 2.374 -7.364 0.0 -0.1 -0.1 0.051
Br 7.118 0.376 -0.021 0.0 -0.1 0.0 0.616
C 7.001 -0.904 -1.484 0.2 0.3 0.1 -0.694
C 5.782 -0.655 -2.335 -0.1 -0.2 -0.1 -0.672
Br 4.165 -1.298 -1.459 0.1 -0.2 -0.2 0.688
H 7.019 -1.897 -1.040 -0.1 0.1 -0.1 0.052
H 7.910 -0.754 -2.066 -0.1 0.0 0.0 0.058
H 5.844 -1.217 -3.266 0.0 0.0 0.1 0.057
H 5.624 0.398 -2.561 0.1 -0.1 0.1 0.054


Entry 2:
98
Properties=species:S:1:pos:R:3:forces:R:3:lowdin_charge:R:1 method="wB97M-V/def2-TZVPD" spin_multiplicity=3 orbital_gap_ev="7.27 / 6.03" largest_force_ev_per_a=4.04 homo_energy_ev="-6.557 / -7.326" e_above_lowest_ev=0.605 lumo_energy_ev="0.7 / -1.3" e_tot_ha=-2061.6268
O 0.117 3.227 1.468 0.2 0.0 1.1 -0.239
O 0.137 3.307 -1.116 0.5 1.9 -1.4 -0.268
C -0.708 3.365 2.634 0.4 0.4 -0.5 -0.246
C -1.098 2.056 3.291 0.0 -0.1 0.3 -0.069
H -1.590 3.910 2.278 0.2 -0.1 0.1 0.109
H -0.170 3.999 3.357 -0.2 0.0 0.0 0.123
H -1.209 1.238 2.577 0.0 0.2 0.0 0.055
H -2.044 2.179 3.824 0.0 0.0 0.0 0.087
H -0.350 1.767 4.033 -0.1 -0.2 -0.1 0.064
C 1.417 2.660 1.730 -0.7 -0.2 0.1 -0.243
C 2.487 3.633 1.330 0.4 0.2 0.0 -0.071
H 1.492 1.731 1.144 0.0 0.2 0.2 0.107
H 1.498 2.382 2.795 0.0 0.1 -0.3 0.122
H 2.438 3.844 0.258 0.0 0.0 0.3 0.050
H 3.466 3.207 1.564 0.0 0.1 -0.1 0.083
H 2.380 4.573 1.884 0.1 -0.1 -0.1 0.083
C 0.885 3.178 -2.345 -0.6 0.2 0.2 -0.229
C -0.527 4.591 -1.035 0.0 -0.6 -0.3 -0.238
C 2.066 2.276 -2.125 0.7 -0.1 0.0 -0.056
H 1.219 4.184 -2.646 0.0 -0.3 -0.1 0.116
H 0.215 2.791 -3.131 0.2 0.1 0.2 0.108
H 2.880 2.817 -1.628 -0.2 -0.2 0.0 0.077
H 2.445 1.932 -3.093 0.0 0.0 0.1 0.073
H 1.823 1.397 -1.520 0.0 0.3 -0.2 0.048
C 0.406 5.672 -0.562 0.1 0.3 0.2 -0.066
H -1.372 4.465 -0.351 0.2 0.0 -0.1 0.106
H -0.924 4.834 -2.035 0.0 -0.1 0.3 0.125
H 0.837 5.410 0.410 -0.2 0.1 -0.3 0.057
H -0.162 6.600 -0.460 0.1 0.0 0.0 0.084
H 1.212 5.850 -1.282 -0.1 0.0 0.1 0.077
H -0.270 2.113 -0.213 -1.4 -3.8 -0.1 0.118
N 0.183 -2.397 1.570 -0.1 0.3 -0.5 0.010
C -0.254 -3.819 1.477 0.4 -0.1 1.8 -0.549
C 0.312 -4.390 0.233 -0.1 -0.1 0.1 0.088
C 0.393 -3.821 -1.046 0.2 0.4 -1.5 -0.287
C 0.020 -4.632 2.723 0.0 -0.5 -0.4 0.002
H -0.535 -4.230 3.574 0.2 -0.1 -0.1 0.083
H 1.097 -4.648 2.929 -0.2 0.0 0.1 0.086
H -0.312 -5.657 2.524 0.0 0.0 0.2 0.088
C 1.092 -4.681 -2.077 0.2 -0.4 0.0 -0.018
H 1.972 -4.174 -2.497 -0.3 -0.2 0.0 0.078
H 0.409 -4.949 -2.898 0.2 0.2 0.2 0.089
H 1.423 -5.599 -1.584 0.0 0.1 -0.4 0.075
N -0.069 -2.647 -1.477 -0.2 -1.2 1.4 0.053
C 0.639 -1.848 2.786 0.6 0.2 0.1 -0.170
C -0.195 -1.414 3.833 0.5 0.2 0.0 -0.207
C -1.686 -1.553 3.829 -0.6 0.0 0.4 -0.048
C 0.413 -0.816 4.943 0.6 0.0 -0.1 -0.065
H -0.216 -0.469 5.764 0.2 -0.1 -0.2 0.110
C 1.802 -0.665 5.015 -0.3 0.0 0.0 -0.085
H 2.244 -0.180 5.883 -0.1 -0.1 -0.2 0.098
C 2.614 -1.148 3.989 0.1 0.0 0.2 -0.055
H 3.702 -1.059 4.042 -0.3 0.0 0.1 0.109
C 2.045 -1.761 2.884 -0.7 0.1 0.1 -0.211
C 2.863 -2.341 1.778 0.7 0.1 -0.2 -0.037
C 0.080 -2.153 -2.779 0.3 0.6 -1.1 -0.227
C -1.008 -2.250 -3.688 0.5 0.1 0.5 -0.226
C -2.165 -3.150 -3.387 -0.4 -0.2 0.0 -0.042
C -0.993 -1.475 -4.843 0.3 0.1 -0.1 -0.058
H -1.849 -1.535 -5.520 0.3 0.1 0.2 0.115
C 0.088 -0.636 -5.122 0.1 0.0 -0.2 -0.091
H 0.073 -0.008 -6.014 0.0 -0.2 0.2 0.103
C 1.199 -0.612 -4.276 -0.2 -0.2 -0.2 -0.060
H 2.073 0.002 -4.513 -0.3 -0.2 0.0 0.106
C 1.225 -1.378 -3.114 -0.8 -0.3 0.3 -0.215
C 2.396 -1.326 -2.180 0.4 0.1 0.2 -0.046
Pd -1.323 -1.108 -0.564 0.2 -1.6 -0.7 0.666
H -2.176 -0.760 3.246 0.1 -0.3 0.0 0.075
H -2.048 -1.447 4.861 0.1 0.0 -0.2 0.082
H -2.031 -2.517 3.442 0.1 0.4 0.1 0.062
H 2.475 -2.061 0.791 0.0 -0.1 0.3 0.062
H 2.894 -3.441 1.817 -0.1 0.3 0.0 0.083
H 3.894 -1.981 1.858 -0.1 -0.1 0.0 0.079
H -3.030 -2.858 -3.995 0.1 -0.1 0.1 0.081
H -2.461 -3.109 -2.330 0.1 0.0 -0.2 0.066
H -1.927 -4.199 -3.623 -0.1 0.2 0.1 0.085
H 2.786 -2.328 -1.948 -0.1 0.3 0.0 0.072
H 2.140 -0.848 -1.221 0.0 -0.2 -0.2 0.065
H 3.209 -0.746 -2.634 -0.1 -0.1 0.1 0.084
H 0.738 -5.392 0.327 -0.1 0.3 -0.1 0.115
C -0.547 0.844 -0.198 1.0 3.7 0.3 -0.277
Si -2.364 0.946 -0.978 0.0 0.9 0.6 0.385
H 0.327 0.529 -0.778 -0.1 -0.3 0.1 -0.004
H -0.417 0.606 0.861 0.1 0.0 -0.1 0.004
C -3.127 2.242 0.144 -0.1 0.3 0.0 -0.165
C -3.746 -0.400 -1.051 -0.1 -0.1 0.0 -0.203
C -2.151 1.483 -2.755 -0.1 0.2 -0.2 -0.166
H -3.070 1.230 -3.303 0.2 0.1 0.0 0.035
H -1.317 0.968 -3.248 -0.1 0.1 0.1 0.017
H -1.991 2.565 -2.829 0.0 -0.2 -0.1 0.023
H -3.744 1.761 0.913 0.1 0.1 -0.1 0.036
H -3.765 2.922 -0.433 0.0 -0.1 0.1 0.042
H -2.352 2.831 0.646 -0.2 -0.1 -0.2 -0.009
H -3.513 -1.425 -0.702 -0.2 0.1 -0.1 0.005
H -4.114 -0.472 -2.080 0.0 -0.1 0.2 0.024
H -4.546 -0.035 -0.396 0.1 -0.2 -0.2 0.028
N -1.642 -3.387 1.283 0.1 0.6 -1.8 0.119
C -1.139 -2.177 1.083 -1.2 -0.9 1.4 -0.313